[1]
Molecular formula: C7H7N3O
Method: DFT, ωB97M-V/def2-TZVPD

Geometry as XYZ:
```
18
Properties=species:S:1:pos:R:3:forces:R:3
O 0.0547 2.2114 0.7809 -1.20 -0.66 -1.07
N 1.5411 -2.4549 -1.6607 0.11 0.87 0.26
N 2.8319 1.6251 0.6245 1.79 2.48 1.38
N 2.3531 0.6314 0.2064 -1.02 -4.93 -3.24
C -1.1013 0.2547 0.4189 -1.32 -2.24 2.55
C -1.4313 -0.7494 0.9899 -0.07 -0.36 0.02
C 1.8036 -1.4705 -1.0963 -0.38 -1.66 -0.59
C -2.0566 -1.9424 1.5220 1.70 -2.35 0.00
C -0.5095 1.4118 0.0246 2.95 2.66 -2.17
C 2.1448 -0.4090 -0.3496 0.39 2.67 1.99
C -0.3763 1.3743 -1.5356 1.77 -0.03 1.29
H 2.1440 2.3022 0.9042 -0.63 0.45 0.30
H -2.9355 -1.5930 2.0329 -0.49 -0.37 0.40
H -0.6947 2.2590 -2.0125 -1.17 0.85 -0.58
H 0.6963 1.3859 -1.8282 -0.36 -0.21 0.56
H -1.3906 -2.6815 2.2002 -1.36 2.22 -1.31
H -0.7766 0.4224 -1.8603 -0.42 0.27 -0.50
H -2.2971 -2.5774 0.6388 -0.30 0.34 0.71
```
Positions in Å, forces in eV/Å.

Energy above the lowest of the compared OMol25 structures with the same formula, charge and spin (kcal per mole): 165.75
Multiplicity: 1
HOMO (eV): -9.03
Calculated total energy (a.u.): -510.22013

[2]
Molecular formula: C16H42Br2F4O9PS
Method: DFT, ωB97M-V/def2-TZVPD

Geometry as XYZ:
```
75
Properties=species:S:1:pos:R:3:forces:R:3
Br -1.9294 0.6355 4.6839 0.11 0.16 0.02
Br -4.6867 3.0265 1.7724 0.45 -0.34 -0.03
S 0.8475 1.1027 1.7690 0.54 0.65 -1.44
P 2.0924 1.6748 3.4679 2.24 -0.02 1.85
F -3.8526 0.3002 2.8651 0.00 -0.01 0.11
F -2.6336 3.5445 3.4449 0.21 -0.14 -0.12
F 0.6106 -0.4016 2.0391 -0.45 -0.19 0.47
F -4.2936 2.4918 4.3569 0.12 0.07 -0.14
O 1.2067 2.2507 4.6243 -0.60 0.03 -0.84
O 2.2284 1.5465 -6.0256 0.04 0.04 -0.19
O 2.9685 0.5628 3.7837 -0.60 -0.52 -0.55
O -2.2849 -0.7185 -5.0431 -0.08 0.13 0.26
O 2.9071 2.9094 2.9219 -1.46 -0.17 -0.49
O 5.8587 -5.2291 2.4110 0.09 0.08 0.16
O -6.8331 4.2415 0.0566 0.06 -0.13 -0.21
O 2.0680 -2.4657 3.3385 -0.15 -0.04 -0.15
O -2.5967 -1.0411 0.2350 0.15 -0.25 -0.21
C 3.8084 -3.1344 4.8984 -0.03 0.01 0.06
C -2.8494 1.1981 3.0548 -0.38 -0.27 -0.68
C 4.2451 0.9096 -7.2335 -0.06 -0.07 0.04
C 2.9700 1.7314 -7.2337 0.22 0.06 0.24
C -3.5367 2.5617 3.2494 -0.65 0.19 0.79
C -1.9474 1.0897 1.8404 0.88 0.25 0.60
C 3.1504 -3.3810 3.5566 0.12 0.28 0.10
C 0.1109 -0.3038 -5.1479 -0.28 -0.07 0.13
C -2.0958 -1.9133 -0.7946 -0.33 -0.18 0.00
C 7.2201 -3.7060 1.0881 -0.05 0.04 0.06
C -1.0682 -0.7559 -4.3050 0.12 -0.24 -0.44
C -3.1034 -2.0744 -1.9126 -0.08 0.14 0.08
C -0.6993 1.9918 1.9789 -0.96 -0.08 0.76
C -8.9048 5.1752 0.9301 0.07 0.06 -0.04
C 7.1574 -5.0102 1.8616 -0.21 0.02 -0.23
C -8.2314 4.0023 0.2454 0.06 0.06 0.29
H 2.3188 1.4279 -8.0513 -0.09 0.01 0.06
H -8.7715 6.0846 0.3441 -0.04 -0.02 -0.04
H 3.8795 -3.2727 2.7492 0.04 -0.12 0.02
H 4.7985 1.0438 -8.1633 0.02 0.01 0.01
H 8.2183 -3.5370 0.6827 -0.01 0.00 -0.02
H -8.4638 5.3541 1.9138 -0.06 -0.06 0.04
H -4.0342 -2.5010 -1.5316 0.04 -0.11 0.00
H -1.1744 -1.4669 -1.1695 0.00 0.08 0.10
H -1.1982 -0.0982 -3.4439 -0.12 0.01 -0.02
H -1.8522 -2.8815 -0.3493 0.10 0.00 -0.05
H 3.0802 -3.2400 5.7035 -0.01 -0.07 -0.01
H -2.1884 -1.3037 -5.7997 -0.01 0.01 -0.06
H -0.7278 2.8129 1.2659 0.43 -0.12 -0.32
H 5.2358 -5.2605 1.6794 -0.04 -0.06 -0.02
H 6.9578 -2.8681 1.7358 0.06 -0.01 0.03
H 7.4192 -5.8521 1.2133 0.14 0.02 0.03
H -1.6461 0.0523 1.7937 -0.19 -0.22 -0.15
H 4.8915 1.1997 -6.4014 0.04 0.06 -0.05
H 2.2952 3.5977 2.6100 0.51 0.53 0.11
H -3.4058 -1.4389 0.5763 -0.03 0.02 -0.03
H -0.9101 -1.7776 -3.9374 0.12 0.07 0.14
H 2.7370 -4.3868 3.5132 -0.11 0.04 -0.07
H -2.5054 1.2989 0.9379 -0.09 0.07 -0.11
H 7.8542 -4.9930 2.6973 -0.06 -0.05 0.06
H -9.9721 4.9932 1.0579 0.00 0.00 0.02
H -3.3467 -1.1072 -2.3518 0.06 -0.02 -0.09
H 4.2071 -2.1181 4.9511 0.07 -0.03 -0.04
H 3.1999 2.7945 -7.3542 -0.01 -0.01 -0.14
H 4.0147 -0.1493 -7.1122 -0.02 0.00 -0.06
H -0.0454 0.7056 -5.5173 0.02 0.05 0.06
H -2.7183 -2.7250 -2.6961 -0.04 -0.02 -0.01
H 0.2278 -0.9519 -6.0195 0.08 -0.06 0.05
H -8.3617 3.0870 0.8324 -0.11 -0.02 -0.06
H 1.0376 -0.3259 -4.5755 0.03 -0.01 -0.04
H 4.6242 -3.8376 5.0654 0.02 0.01 -0.02
H 2.7901 1.8244 -5.2967 0.04 0.03 0.01
H -6.4393 4.3765 0.9229 -0.32 0.37 0.02
H 2.4430 -1.5794 3.3719 0.13 -0.02 0.16
H -8.6566 3.8365 -0.7420 0.11 -0.02 -0.05
H -0.6937 2.4220 2.9767 0.18 0.09 0.01
H 0.4714 1.6631 4.8807 -0.08 0.05 0.33
H 6.5069 -3.7142 0.2597 0.06 -0.04 -0.05
```
Positions in Å, forces in eV/Å.

Multiplicity: 1
HOMO (eV): -11.88
Calculated total energy (a.u.): -7598.72546
Total charge: +1

[3]
Molecular formula: C2H5N4O
Method: DFT, ωB97M-V/def2-TZVPD

Geometry as XYZ:
```
12
Properties=species:S:1:pos:R:3:forces:R:3
O -0.4762 -1.0502 1.0708 -0.36 -1.15 -0.52
N -0.2946 -1.2537 -0.1493 0.25 0.12 0.20
N -0.4216 1.1662 -0.3628 -0.82 0.15 2.26
N -0.8161 1.0384 0.9270 -0.36 -0.27 -2.97
N 2.7149 0.2056 0.3973 1.30 0.38 0.81
C 1.7537 -0.1369 -0.0992 -0.99 0.14 -0.70
C 0.5592 -0.4908 -0.8106 2.20 -0.43 -1.74
H 0.8085 -0.8119 -1.9129 -1.10 1.01 1.98
H -1.1422 1.2183 -1.1382 0.15 -0.17 1.79
H -0.8152 -1.8551 -0.7802 -1.32 -0.45 0.69
H -0.0053 1.0819 1.6216 -1.70 0.20 -1.08
H -1.8652 0.8883 1.2365 2.76 0.48 -0.71
```
Positions in Å, forces in eV/Å.

Energy above the lowest of the compared OMol25 structures with the same formula, charge and spin (kcal per mole): 151.00
Multiplicity: 1
HOMO (spin up / spin down) (eV): -15.58 / -15.58
Calculated total energy (a.u.): -372.99414
Total charge: +1

[4]
Molecular formula: CH3NSi
Method: DFT, ωB97M-V/def2-TZVPD

Geometry as XYZ:
```
6
Properties=species:S:1:pos:R:3:forces:R:3
Si -0.4584 0.1463 -0.0025 -1.74 -2.31 -0.49
N 2.5932 -0.1573 -0.0179 0.07 0.13 0.06
C 1.4651 0.0617 0.0116 -1.72 -0.10 -0.29
H -1.0104 0.5786 1.2935 0.50 -0.21 0.17
H -1.3866 -1.7052 -0.3438 1.83 2.96 0.52
H -1.2029 1.0758 -0.9409 1.05 -0.48 0.04
```
Positions in Å, forces in eV/Å.

Energy above the lowest of the compared OMol25 structures with the same formula, charge and spin (kcal per mole): 41.70
Multiplicity: 1
HOMO (eV): -10.90
Calculated total energy (a.u.): -384.04991

[5]
Molecular formula: H9O4S
Method: DFT, ωB97M-V/def2-TZVPD

Geometry as XYZ:
```
14
Properties=species:S:1:pos:R:3:forces:R:3
S -1.9316 -0.8137 -0.6209 -0.18 -0.56 -0.46
O 0.0760 2.0041 0.7261 -0.02 0.08 0.98
O 2.6392 1.2336 -0.7542 0.56 1.13 0.30
O 1.1658 -0.9043 -1.1469 0.42 -0.10 -0.41
O -0.6331 -0.9291 2.4548 0.43 -0.23 0.89
H -0.7387 -1.5210 1.7009 -0.27 0.53 -0.41
H 0.2727 -0.5297 -1.3068 -0.23 -0.36 0.33
H 0.9469 -1.7905 -0.8497 -0.23 -0.02 0.02
H 3.2200 0.4930 -0.5755 -0.26 -0.31 -0.04
H -0.3715 -0.0739 2.0975 -0.25 -0.12 -0.42
H 0.8827 1.5480 0.4526 -0.07 0.17 -0.62
H 2.3202 1.0959 -1.6457 -0.19 -0.39 -0.08
H -0.3085 2.4944 0.0001 0.26 -0.25 -0.32
H -1.7215 0.4807 -0.4409 0.04 0.43 0.23
```
Positions in Å, forces in eV/Å.

Energy above the lowest of the compared OMol25 structures with the same formula, charge and spin (kcal per mole): 28.92
Multiplicity: 1
HOMO (eV): -3.17
Calculated total energy (a.u.): -704.58947
Total charge: -1

[6]
Molecular formula: C6H31N2O7
Method: DFT, ωB97M-V/def2-TZVPD

Geometry as XYZ:
```
46
Properties=species:S:1:pos:R:3:forces:R:3
O -1.3514 0.9104 3.0596 -1.43 -0.27 -0.36
O -2.7290 1.1515 0.8534 -0.07 0.76 0.17
O -3.4621 0.7744 -1.7283 0.00 0.08 -0.35
O -0.1592 -3.3387 -1.5256 0.48 -0.01 0.26
O 4.3820 0.8296 -1.5600 -0.03 -0.11 -0.02
O -2.8541 -2.4781 -1.3045 -0.41 -0.04 -0.09
O 3.3207 1.4247 0.9009 0.10 -0.10 0.10
N -0.3728 0.3016 -0.6643 0.51 0.46 0.05
N 1.2460 0.0542 2.1656 0.04 0.51 -0.45
C 0.5120 -2.3015 1.9891 1.02 0.22 0.22
C -0.4913 2.7836 -1.2116 0.97 -1.37 1.58
C -0.4619 -0.6668 0.4196 2.09 -0.75 -0.41
C 0.8533 -1.0460 1.1799 -0.74 -0.18 0.30
C 0.4406 -0.0801 -1.8557 -1.90 -0.62 0.84
C 0.1450 1.6327 -0.3021 -0.47 0.77 -0.79
H -3.0876 -3.4066 -1.4015 0.00 -0.16 0.13
H 1.4596 -0.3277 3.0844 -0.14 -0.01 0.02
H 1.3067 -2.4525 2.7317 -0.28 -0.10 0.12
H 0.2286 -4.2214 -1.5621 -0.34 0.11 -0.23
H 1.4878 -0.1234 -1.5416 0.10 0.16 -0.74
H 0.0208 1.8931 0.7547 -0.65 -0.20 -0.14
H -1.3672 2.4431 -1.7629 -0.22 0.18 0.54
H -3.1343 2.0259 0.7646 -0.25 -0.28 0.01
H 0.4553 0.7121 2.2620 0.00 -0.47 0.51
H -0.4537 -2.1906 2.4821 0.03 -0.12 0.01
H 0.0726 -1.0345 -2.2335 0.37 -0.12 0.16
H -1.9853 0.5300 3.6810 0.61 -0.05 0.78
H 4.8099 1.5799 -1.9813 0.04 0.09 -0.07
H -3.1558 1.5036 -2.2794 -0.21 -0.14 -0.13
H 0.2270 3.0819 -1.9654 0.13 0.47 0.15
H 0.1309 0.6508 -2.6031 0.95 0.13 -0.15
H 2.0634 0.6207 1.8504 -0.03 -0.33 -0.32
H 4.6865 0.0517 -2.0396 0.00 0.01 0.05
H -3.7204 -2.0498 -1.3640 0.22 0.23 -0.05
H -1.1680 -0.3458 1.1736 -0.10 -0.19 -0.09
H 4.0425 1.8029 1.4140 0.03 0.02 -0.06
H 1.2207 1.7506 -0.4359 0.27 -0.50 -0.06
H 0.5427 -3.1937 1.3655 -0.31 0.16 -0.14
H -2.0282 0.9854 2.3155 1.10 0.48 -0.06
H -0.7157 -1.6609 0.0322 -0.58 0.53 -0.29
H -1.0250 -3.3418 -1.9460 0.06 -0.13 -0.01
H -2.0566 1.1561 0.1513 -0.27 -0.29 -0.08
H 1.7161 -1.2545 0.5354 -0.25 0.32 0.08
H 3.7208 1.1090 0.0623 -0.05 0.10 0.13
H -0.6484 3.4963 -0.3981 -0.52 0.82 -1.11
H -2.6637 0.2584 -1.5619 0.12 -0.08 -0.02
```
Positions in Å, forces in eV/Å.

Energy above the lowest of the compared OMol25 structures with the same formula, charge and spin (kcal per mole): 34.00
Multiplicity: 1
HOMO (eV): -11.84
Calculated total energy (a.u.): -883.15643
Total charge: +1

[7]
Molecular formula: C29H41Cl5P2V
Method: DFT, ωB97M-V/def2-TZVPD

Geometry as XYZ:
```
78
Properties=species:S:1:pos:R:3:forces:R:3
V 0.2050 -0.9615 -0.8982 0.35 4.69 3.01
Cl 7.2349 1.2509 2.1624 0.25 -0.20 -0.06
Cl 2.5901 -0.3370 -0.3346 0.64 -0.78 -0.47
Cl 2.7910 4.3268 2.3741 -0.19 0.35 0.08
Cl 5.8037 3.8310 3.1361 0.26 0.17 0.13
Cl 5.6122 -0.9415 0.5624 0.26 -0.37 -0.16
P 0.3592 -3.0746 -0.0007 -0.51 0.46 -0.82
P 0.5950 -0.8361 -3.1365 -1.02 1.77 1.74
C 2.2909 -5.2362 -2.5145 0.77 -0.50 -0.79
C -1.9186 -1.4601 1.8697 -0.35 -0.24 0.17
C -1.0342 0.8788 -0.9439 -0.44 -0.67 0.24
C 3.5527 0.8504 0.6293 1.46 1.66 1.17
C -1.0319 -0.9230 -3.9531 -0.06 -0.03 -1.05
C -0.2500 0.3456 1.1726 -0.66 -0.31 -0.85
C -0.2561 -5.0344 -4.2385 0.33 0.21 -0.93
C -1.2638 -0.6027 0.8495 -0.25 1.43 -0.79
C 3.6310 2.9444 1.7930 1.23 -1.26 -0.32
C -1.1577 -4.1067 0.0643 0.06 -0.39 0.36
C -0.1176 1.2718 0.0876 -0.33 0.43 0.05
C 4.8930 0.5568 0.9635 -0.68 0.83 0.22
C -0.1872 -4.7130 -2.7839 1.21 -3.28 1.11
C 2.0153 0.0091 -3.8937 0.46 -0.18 -0.78
C -3.0920 -0.7805 -0.9976 -0.46 0.31 0.27
C 0.9682 -2.7561 -4.6283 1.59 -0.30 -1.61
C 0.7382 -2.5972 -1.8254 -0.41 -1.51 0.88
C 0.6925 2.4956 0.1230 -2.14 -0.48 -1.51
C 2.0840 -3.0919 -3.8985 0.76 0.60 -2.19
C 0.9189 -4.9804 -2.0030 -2.52 -2.61 -1.18
C 2.9760 2.0139 1.0141 2.41 -0.90 0.96
C 2.6759 -4.4702 -3.8408 -0.18 -0.98 0.84
C 0.3712 0.4972 2.5188 0.77 0.29 -0.08
C -1.7903 -0.2664 -0.4585 0.38 0.13 0.17
C 4.9805 2.7151 2.1461 -0.85 -0.32 -0.51
C 0.0230 -3.8328 -5.1810 0.10 0.21 -0.35
C 5.6152 1.5323 1.7044 -1.09 -0.18 -0.20
C 1.8376 -3.8399 0.7436 -0.05 -0.19 0.51
C -1.4116 1.7773 -2.0823 -0.07 0.43 0.27
H 0.0320 -3.0254 -2.5847 1.40 0.88 1.63
H -2.4487 -0.7991 2.5759 0.15 -0.26 -0.15
H -1.5996 -4.0021 1.0590 0.11 -0.07 -0.14
H -1.2814 -5.3960 -4.4385 0.53 0.05 0.01
H -3.3306 -0.3675 -1.9965 0.04 -0.21 0.59
H -3.1511 -1.8819 -1.0494 -0.04 0.44 0.04
H 3.0774 -5.0069 -1.7673 -0.59 -0.07 -0.16
H 0.2376 3.2757 0.7243 0.04 0.07 0.28
H -1.8226 -0.6754 -3.2456 0.35 0.02 -0.01
H 1.8051 -2.8148 -1.8980 -0.39 -0.13 -0.52
H -1.1559 -4.4617 -2.3404 0.47 -0.46 0.07
H 0.4370 -5.8652 -4.4813 -0.48 0.44 0.19
H 2.4030 -0.5221 -4.7812 -0.08 0.43 0.31
H 2.5916 -3.0528 0.8990 -0.31 -0.20 -0.02
H -1.2128 -2.0639 2.4486 -0.04 0.12 -0.04
H 1.7198 1.0290 -4.1888 -0.07 -0.31 0.15
H -1.9193 2.6505 -1.6375 0.12 -0.18 -0.33
H 0.7623 -5.3533 -0.9848 0.12 0.76 -0.36
H -2.6598 -2.1301 1.4287 0.03 0.09 0.07
H 2.3897 -5.0854 -4.7253 0.09 0.69 0.61
H 0.4022 -0.4508 3.0480 -0.02 -0.06 0.15
H -0.9489 -3.3940 -5.4922 0.68 -0.07 0.11
H -1.0756 -0.2227 -4.8052 -0.01 -0.28 0.22
H 3.7863 -4.3613 -3.8662 -0.83 -0.02 0.00
H 1.5724 -4.2746 1.7392 0.16 0.37 -0.77
H -0.1703 1.2347 3.1372 0.05 -0.30 -0.26
H 1.4045 0.8683 2.4169 -0.44 -0.16 0.21
H 2.7518 -2.3089 -3.4798 -0.38 -0.44 -0.84
H -0.5547 2.1562 -2.6520 -0.13 -0.09 0.21
H 0.9449 2.8638 -0.8797 -0.22 0.11 0.16
H 0.5036 -4.1758 -6.1239 -0.38 0.06 0.42
H -1.8990 -3.7381 -0.6619 0.38 0.01 0.35
H -3.8524 -0.4103 -0.2779 -0.04 -0.42 -0.65
H -0.9691 -5.1748 -0.1220 -0.13 0.38 0.06
H 2.2567 -4.6154 0.1049 0.03 -0.03 0.27
H -2.0998 1.3048 -2.7743 -0.13 0.03 -0.06
H 0.9952 -1.8628 -5.3092 -0.08 -0.62 1.16
H 2.8280 0.0960 -3.1419 -0.64 -0.10 -0.30
H 1.8191 2.2450 0.6826 -0.62 0.17 -0.28
H 2.3490 -6.3331 -2.6773 0.31 0.46 -0.05
H -1.2054 -1.9423 -4.3298 -0.11 0.61 0.14
```
Positions in Å, forces in eV/Å.

Energy above the lowest of the compared OMol25 structures with the same formula, charge and spin (kcal per mole): 181.18
Multiplicity: 3
HOMO (spin up / spin down) (eV): -8.21 / -7.93
Calculated total energy (a.u.): -5056.65487
Total charge: +1

[8]
Molecular formula: C7H17F3NO14S3Zn
Method: DFT, ωB97M-V/def2-TZVPD

Geometry as XYZ:
```
46
Properties=species:S:1:pos:R:3:forces:R:3
Zn -23.7699 -18.7042 -13.7769 -1.04 2.14 0.90
S -21.2388 -20.3363 -12.1236 -0.15 -0.36 0.59
S -24.8528 -16.0412 -12.0255 -0.81 -0.30 0.51
S -26.4129 -17.9266 -15.8083 -0.73 -0.17 0.18
F -18.6236 -20.0324 -11.5827 0.05 -0.09 -0.16
F -19.9363 -18.7363 -10.4909 0.10 0.46 0.03
F -19.5225 -18.3419 -12.5947 0.20 0.16 0.04
O -26.6739 -16.4917 -15.8287 0.18 -0.19 -0.19
O -26.2069 -16.6432 -11.9711 0.29 -0.03 -0.02
O -26.4244 -18.4972 -17.1818 0.07 -0.19 0.01
O -22.1921 -19.3768 -12.6506 0.85 -0.28 0.13
O -21.6029 -20.8602 -10.8270 0.08 -0.17 -0.09
O -20.5236 -18.3143 -17.6649 -0.21 -0.43 -0.25
O -24.3170 -15.9088 -10.6459 0.21 0.18 -0.17
O -22.2586 -17.8437 -15.0958 -0.36 0.55 -1.15
O -23.6939 -20.4737 -15.0113 -0.43 -0.88 0.51
O -20.7261 -21.3111 -13.0605 0.11 0.21 -0.25
O -24.8567 -14.7560 -12.7421 0.25 0.03 0.15
O -23.9420 -17.0032 -12.7714 0.86 0.07 -0.20
O -27.3668 -18.6539 -14.9227 0.11 -0.22 -0.21
O -25.0412 -18.2239 -15.2341 0.80 0.36 -0.73
N -25.3540 -19.5565 -12.7427 -0.19 -1.81 -0.07
C -25.1087 -20.9614 -13.1385 -0.70 -0.15 -0.02
C -24.9276 -21.1145 -14.6347 0.33 -1.15 -0.53
C -19.7490 -19.2924 -11.6835 -0.65 -0.44 -0.05
C -26.1529 -21.9617 -12.6132 0.75 -1.20 0.09
C -20.9723 -17.3896 -15.4529 0.39 0.17 0.64
C -20.2610 -18.4338 -16.2804 1.18 0.47 0.97
C -23.3507 -20.7662 -16.3309 -0.52 1.05 -1.15
H -25.5905 -22.8505 -12.2841 -0.10 -0.08 -0.25
H -20.4032 -19.4104 -15.8016 -0.57 -0.18 -0.54
H -25.5257 -19.6201 -11.7464 0.35 0.91 0.11
H -24.7525 -22.1750 -14.8961 -0.09 -0.13 0.51
H -25.8197 -20.8707 -15.2232 0.28 1.02 0.01
H -20.9337 -16.4385 -15.9961 -0.60 -0.07 -0.15
H -22.9639 -17.3127 -15.5068 -0.17 -0.04 0.16
H -26.2045 -19.1665 -13.1774 0.17 0.14 -0.27
H -21.4705 -18.1876 -17.7957 -0.07 -0.11 0.14
H -26.8420 -22.3229 -13.3791 -0.28 0.37 0.09
H -20.4456 -17.1602 -14.5233 0.17 -0.38 0.01
H -26.6648 -21.6825 -11.6928 -0.21 0.58 -0.29
H -22.4459 -20.2325 -16.6169 0.24 -0.16 0.42
H -19.1789 -18.2829 -16.1656 -0.05 0.22 -0.21
H -24.1470 -21.2963 -12.7399 0.03 0.43 0.36
H -24.1215 -20.3448 -16.9953 -0.11 -0.22 0.05
H -23.2395 -21.8378 -16.5347 0.04 -0.07 0.31
```
Positions in Å, forces in eV/Å.

Energy above the lowest of the compared OMol25 structures with the same formula, charge and spin (kcal per mole): 9.77
Multiplicity: 1
HOMO (eV): 1.73
Calculated total energy (a.u.): -4658.56498
Total charge: -3

Which of these has the lowest calculated total energy?
C16H42Br2F4O9PS